# C18H32BrNO5

One molecule with the formula C18H32BrNO5 at a distorted geometry (ωB97M-V/def2-TZVPD, the Open Molecules 2025 dataset).

Output
Electronic energy (eV): -100949.471
2S+1: 1
ΔE to the lowest compared entry with this formula, charge and spin (eV): 4.972
Total charge: 0
SMILES: CCCC[C@@]1(CCO)OC(=O)[C@@](CC(=O)N(C)C)(OCCC)[C@@]1(C)Br
LUMO level (eV): 0.389

```
57
Properties=species:S:1:pos:R:3:forces:R:3:nbo_charge:R:1
C -0.404 -2.926 3.734 -0.19 -0.44 0.20 -0.6235
C 0.423 -3.678 2.543 -1.16 1.94 0.37 -0.4222
C -0.626 -3.933 1.355 0.66 -1.61 -0.57 -0.3993
C -0.086 -3.505 -0.113 -0.26 -0.84 0.38 -0.4340
C -0.390 -1.935 -0.462 1.99 -0.88 1.02 0.2630
C -1.561 -2.131 -1.529 -1.35 1.41 0.41 -0.4639
C -2.457 -0.875 -1.910 -1.81 -0.96 -0.69 -0.0808
O -1.851 0.048 -2.864 -0.92 0.34 1.40 -0.7336
O -0.710 -1.307 0.838 -0.01 0.64 1.20 -0.6038
C 0.212 -0.300 1.328 1.25 0.54 0.29 0.8264
O 0.528 -0.025 2.488 -1.85 -1.60 -4.31 -0.5070
C 0.695 0.393 -0.079 -1.83 0.07 1.68 0.1543
C -0.579 1.337 -0.362 -0.74 1.39 0.52 -0.5457
C -0.424 2.662 0.569 0.55 2.69 0.29 0.7406
O -0.019 3.772 0.150 -0.96 -3.72 0.46 -0.5910
N -0.833 2.617 2.005 -0.95 0.99 -1.60 -0.4902
C -2.347 2.472 2.039 0.11 -0.43 -0.08 -0.4362
C -0.572 3.932 2.668 -0.07 0.29 1.20 -0.4247
O 1.759 1.314 0.126 0.09 -1.57 -0.79 -0.5340
C 2.551 1.656 -1.013 1.42 0.85 -1.42 -0.0828
C 1.939 2.661 -2.090 1.47 0.41 -0.94 -0.4394
C 3.085 2.798 -3.252 -0.51 0.64 0.99 -0.6263
C 0.896 -1.004 -0.844 -0.29 -0.02 -2.07 -0.0115
C 1.121 -1.037 -2.430 1.79 0.88 0.33 -0.6795
Br 2.644 -1.589 0.014 -0.85 -0.32 -0.33 0.0193
H 0.227 -2.148 4.282 -0.78 -1.30 -0.63 0.2264
H -1.315 -2.352 3.319 1.57 -0.93 0.46 0.2088
H -0.825 -3.714 4.466 0.73 1.32 -0.97 0.1985
H 1.210 -2.914 2.210 -0.99 -1.31 0.31 0.2141
H 0.946 -4.625 2.910 -0.85 1.33 -0.58 0.2123
H -0.756 -5.083 1.291 0.11 1.72 -0.03 0.2044
H -1.683 -3.536 1.562 1.77 -0.31 -0.27 0.2159
H 1.004 -3.804 -0.216 -1.22 0.66 0.28 0.2350
H -0.644 -4.216 -0.835 0.86 1.49 0.86 0.2085
H -2.303 -2.885 -1.061 1.19 1.29 -0.61 0.2427
H -1.214 -2.623 -2.501 -0.09 0.78 1.55 0.2487
H -3.371 -1.312 -2.479 1.31 0.42 1.01 0.1735
H -2.946 -0.340 -1.008 1.24 -0.80 -1.18 0.1783
H -2.435 0.845 -2.808 0.86 -0.89 -0.33 0.4741
H -0.672 1.731 -1.422 0.36 -0.66 1.40 0.2567
H -1.585 0.904 -0.044 1.56 0.17 -0.61 0.2367
H -2.753 2.730 3.083 0.79 -0.64 -1.56 0.2225
H -2.804 3.234 1.306 0.36 -1.22 0.94 0.1826
H -2.570 1.387 1.769 -0.18 1.57 0.38 0.2077
H -0.950 3.822 3.755 0.66 0.07 -1.68 0.1971
H 0.538 4.201 2.735 -1.71 -0.40 -0.49 0.2291
H -1.214 4.755 2.193 1.20 -0.89 0.50 0.1888
H 2.974 0.760 -1.611 -0.93 1.05 1.22 0.1796
H 3.499 2.178 -0.605 -1.65 -0.82 -0.38 0.2060
H 1.010 2.298 -2.638 0.95 0.53 1.11 0.1981
H 1.837 3.732 -1.677 -0.36 -1.97 -0.40 0.2369
H 2.892 3.810 -3.764 0.42 -1.74 0.45 0.2186
H 4.094 2.876 -2.709 -1.29 -0.22 -1.05 0.2042
H 3.064 1.928 -3.990 0.14 1.26 1.01 0.2081
H 0.793 -1.998 -2.944 0.12 1.42 0.87 0.2318
H 2.263 -0.979 -2.596 -1.87 -0.09 0.10 0.2314
H 0.698 -0.082 -2.885 0.15 -1.57 0.40 0.2487
```
Forces are in eV/Å.